(1)
13
Properties=species:S:1:pos:R:3:forces:R:3 method="wB97M-V/def2-TZVPD" multiplicity=1 e_homo_ev=-8.676 homo_lumo_gap_ev=9.5
C -0.6191 -2.0100 -1.5774 0.028 -1.438 0.315
C -0.1428 -0.8595 -0.7555 1.602 2.413 0.482
C 0.1909 2.1354 1.0977 -0.135 -0.727 0.434
H -0.4836 -2.8802 -0.8233 -0.778 1.095 -1.433
H 0.1450 -2.2181 -2.3806 -0.822 0.459 0.784
H -1.6369 -1.8943 -2.0217 0.817 -0.316 0.604
H 0.5632 3.0896 1.4485 -0.448 0.495 -0.304
H 0.6714 0.2515 1.4181 0.435 -0.633 0.232
H 1.4990 1.3894 2.4754 -1.562 -0.790 -1.039
N -0.6128 2.0764 0.0901 1.489 -0.390 0.564
N 0.6370 1.1215 1.9230 1.058 1.253 -0.126
O 1.0023 -0.8287 -0.3419 -0.431 -0.312 0.176
S -1.2137 0.6270 -0.5523 -1.254 -1.108 -0.690



(2)
7
Properties=species:S:1:pos:R:3:forces:R:3 method="wB97M-V/def2-TZVPD" multiplicity=1 e_homo_ev=-8.112 homo_lumo_gap_ev=8.2
C -1.1882 -0.6966 0.0675 4.152 4.683 -0.507
C -0.8054 0.5892 -0.0650 1.356 -2.818 1.020
C 0.2217 -0.4695 0.0546 -0.094 1.304 -0.210
O 2.4060 0.9310 -0.0028 -0.895 -2.769 0.007
S 1.8777 -0.5486 0.0394 -0.444 2.723 0.085
H -1.7882 -1.4664 -0.0437 -3.357 -3.180 -0.149
H -0.7234 1.6609 -0.0500 -0.718 0.058 -0.246



In order of appearance, energy above the lowest of the compared OMol25 structures with the same formula, charge and spin = 1.859; 2.928 eV.